{
  "formula": "C50H47As2Cl3GeN4O5Rb",
  "method": "ωB97M-V/def2-TZVPD",
  "symbols": ["Rb", "O", "C", "O", "C", "C", "C", "C", "C", "N", "C", "O", "O", "H", "H", "H", "H", "C", "C", "As", "C", "C", "C", "C", "C", "C", "C", "C", "C", "C", "C", "C", "As", "C", "C", "C", "C", "C", "C", "C", "C", "C", "C", "C", "C", "H", "H", "H", "H", "H", "H", "H", "H", "H", "H", "H", "H", "H", "H", "H", "H", "H", "H", "H", "H", "H", "H", "H", "H", "Cl", "Ge", "Cl", "Cl", "C", "N", "N", "C", "O", "C", "C", "C", "C", "C", "C", "C", "C", "C", "H", "H", "H", "H", "H", "H", "H", "H", "H", "H", "H", "H", "N", "C", "C", "C", "C", "C", "C", "H", "H", "H", "H", "H", "H", "H"],
  "xyz": [[-0.26608, 1.36473, -0.84435], [-0.07316, 3.12453, 4.50712], [-0.10837, 2.74440, 3.21236], [0.29000, 1.67206, 2.83811], [-0.76939, 3.77151, 2.33825], [-1.49744, 4.82622, 2.87080], [-2.16660, 5.66621, 1.99099], [-2.07563, 5.41449, 0.63367], [-1.28212, 4.35949, 0.20692], [-0.64257, 3.54654, 1.04381], [-1.04014, 4.06101, -1.25389], [-2.01114, 3.93746, -2.06532], [0.12652, 3.86494, -1.61676], [0.34076, 2.38091, 4.98273], [-1.55423, 4.96654, 3.93726], [-2.75988, 6.48881, 2.36023], [-2.59440, 6.02010, -0.09604], [2.38813, -0.52249, 1.23278], [1.07158, -1.02222, 0.65501], [0.42327, -2.80039, 1.21002], [2.10047, -3.71037, 0.82774], [2.24408, -4.19105, -0.47101], [3.44529, -4.74605, -0.88915], [4.50930, -4.84024, -0.00452], [4.36820, -4.37548, 1.29503], [3.17128, -3.80869, 1.70937], [0.50550, -2.63569, 3.14350], [0.66548, -3.78447, 3.91649], [0.58853, -3.71795, 5.29898], [0.33949, -2.50493, 5.92700], [0.17099, -1.36088, 5.16385], [0.25458, -1.42246, 3.77782], [2.81730, 1.28899, 0.57233], [3.18639, 0.84751, -1.30111], [3.73047, -0.37177, -1.70568], [4.01987, -0.59657, -3.04027], [3.78430, 0.39680, -3.98436], [3.24714, 1.60905, -3.59224], [2.93774, 1.83047, -2.25492], [4.66778, 1.40443, 1.18509], [5.49694, 2.35806, 0.59991], [6.80710, 2.50582, 1.02244], [7.30463, 1.70936, 2.04569], [6.48365, 0.76483, 2.63791], [5.17073, 0.60980, 2.20835], [3.21403, -1.20028, 0.99541], [2.32393, -0.44305, 2.32226], [1.15377, -1.14366, -0.43038], [0.27530, -0.30668, 0.85914], [1.41456, -4.12774, -1.16850], [3.54655, -5.10715, -1.90268], [5.44326, -5.27837, -0.32476], [5.19609, -4.44397, 1.98674], [3.07903, -3.43440, 2.72268], [0.85336, -4.74080, 3.44106], [0.71739, -4.61648, 5.88742], [0.27834, -2.45456, 7.00532], [-0.02287, -0.41129, 5.64576], [0.12636, -0.51112, 3.20348], [3.93357, -1.15386, -0.98314], [4.43679, -1.54729, -3.34629], [4.00835, 0.21724, -5.02658], [3.03740, 2.37723, -4.32453], [2.49346, 2.77640, -1.96172], [5.12347, 2.98597, -0.20308], [7.44172, 3.24574, 0.55383], [8.32707, 1.82463, 2.37507], [6.86307, 0.14096, 3.43651], [4.55057, -0.13935, 2.68223], [-0.31100, 1.18954, -3.80533], [-0.91744, 3.50655, -3.80511], [0.07452, 5.38269, -4.52731], [-2.75644, 3.47103, -5.05735], [-5.53885, -1.57196, -4.43099], [-4.41691, -0.81031, -3.91537], [-3.59308, -1.40933, -2.97028], [-3.01775, -0.42299, -2.18336], [-2.13232, -0.69093, -1.35807], [-3.63277, 0.80411, -2.58245], [-4.48038, 0.51510, -3.60744], [-5.43032, 1.39935, -4.33265], [-2.95514, -2.64751, -3.24864], [-2.62681, -2.98851, -4.55365], [-1.98531, -4.19335, -4.79804], [-1.64975, -5.03339, -3.74669], [-1.96532, -4.66977, -2.44443], [-2.62916, -3.48102, -2.18740], [-5.31023, -2.63125, -4.33653], [-5.68292, -1.34225, -5.48551], [-6.45505, -1.35869, -3.87511], [-3.41363, 1.78500, -2.20387], [-5.27238, 2.43011, -4.02868], [-6.46247, 1.12044, -4.11475], [-5.27678, 1.33493, -5.40829], [-2.85367, -2.30553, -5.35902], [-1.73019, -4.46278, -5.81436], [-1.14224, -5.96752, -3.94078], [-1.69741, -5.31397, -1.61794], [-2.87351, -3.18337, -1.17982], [-2.10839, -0.08216, 1.54118], [-2.88317, 0.90986, 2.12883], [-2.89459, 1.07153, 3.51559], [-3.62857, 2.09288, 4.09576], [-4.35468, 2.98168, 3.31292], [-4.33533, 2.82548, 1.93365], [-3.60934, 1.80514, 1.34237], [-1.92525, -0.87953, 2.13809], [-2.35034, -0.34945, 0.59155], [-2.32821, 0.38429, 4.13146], [-3.63527, 2.18952, 5.17374], [-4.92819, 3.77477, 3.76840], [-4.89593, 3.50453, 1.30336], [-3.61890, 1.68554, 0.26513]],
  "atomic_forces_ev_per_a": [[-0.01, -0.83, 0.45], [0.27, -0.33, -0.08], [-0.32, -0.16, 0.17], [0.11, 0.36, 0.01], [0.04, -0.16, 0.34], [-0.06, 0.11, -0.15], [0.15, -0.21, 0.03], [-0.05, 0.05, -0.17], [-0.07, -0.01, 0.10], [-0.15, 0.22, -0.48], [0.70, 0.39, 0.15], [-0.46, 0.12, -0.26], [0.18, 0.49, 0.18], [-0.12, 0.27, -0.06], [0.01, 0.00, 0.08], [-0.04, 0.06, 0.03], [-0.02, 0.03, -0.01], [0.10, -0.10, 0.09], [0.21, 0.12, -0.01], [-0.11, 0.03, -0.13], [-0.01, -0.05, -0.01], [0.03, -0.03, -0.04], [0.00, 0.01, 0.03], [-0.04, 0.01, 0.00], [-0.01, 0.01, 0.01], [0.03, 0.00, 0.04], [0.03, -0.05, 0.03], [-0.03, 0.03, 0.08], [0.01, -0.01, 0.01], [0.01, -0.01, 0.01], [0.03, -0.02, -0.07], [-0.02, 0.04, 0.01], [0.10, -0.03, 0.06], [0.06, 0.00, 0.07], [-0.05, 0.03, 0.00], [0.03, 0.00, -0.03], [0.00, -0.02, 0.01], [-0.08, 0.03, 0.01], [0.04, -0.02, 0.02], [-0.03, -0.07, -0.04], [-0.01, 0.03, -0.05], [0.03, 0.01, 0.02], [-0.04, 0.01, -0.04], [-0.01, -0.02, 0.01], [0.04, 0.03, 0.03], [-0.12, 0.07, 0.07], [-0.01, -0.02, -0.09], [-0.02, 0.07, -0.03], [0.00, -0.34, 0.29], [-0.01, 0.02, 0.02], [0.01, -0.03, -0.06], [0.07, -0.02, -0.02], [0.05, -0.01, 0.04], [0.00, 0.00, -0.03], [-0.01, 0.01, -0.02], [0.01, -0.02, 0.03], [-0.01, 0.00, 0.04], [-0.02, 0.04, 0.04], [0.03, -0.08, 0.03], [0.01, 0.00, 0.01], [0.01, -0.03, -0.01], [0.02, -0.01, -0.04], [0.00, 0.02, -0.01], [0.01, 0.01, 0.03], [-0.02, -0.03, 0.03], [0.03, 0.02, -0.02], [0.07, 0.01, 0.03], [0.01, -0.02, 0.02], [-0.03, -0.02, 0.00], [-0.03, -0.34, -0.54], [-0.27, 0.06, -0.22], [0.06, 0.30, -0.02], [-0.14, 0.01, -0.05], [-0.10, -0.07, 0.05], [0.23, -0.01, -0.12], [-0.12, -0.08, 0.00], [0.14, -0.22, 0.19], [-0.05, 0.32, 0.21], [-0.14, -0.11, -0.13], [-0.10, 0.07, -0.04], [0.05, 0.04, 0.07], [0.01, 0.13, -0.04], [0.02, -0.08, 0.07], [0.01, 0.02, -0.03], [-0.02, 0.02, 0.02], [-0.01, 0.01, 0.01], [0.03, -0.02, -0.08], [0.00, 0.05, -0.05], [-0.04, 0.02, 0.03], [-0.01, -0.03, -0.01], [0.04, 0.11, 0.06], [0.00, -0.01, -0.01], [-0.04, -0.03, 0.01], [0.02, 0.00, -0.06], [-0.02, 0.04, -0.06], [0.01, -0.01, 0.00], [0.03, -0.04, -0.01], [0.01, -0.03, 0.02], [-0.01, 0.00, 0.05], [-0.03, -0.15, 0.08], [0.14, -0.06, -0.07], [-0.08, 0.06, -0.01], [-0.02, 0.01, 0.00], [0.05, -0.10, -0.01], [-0.01, 0.04, -0.03], [-0.05, 0.05, 0.03], [-0.03, 0.11, -0.12], [-0.04, -0.06, -0.01], [0.03, -0.05, 0.04], [0.00, 0.02, 0.03], [-0.05, 0.06, 0.04], [-0.02, 0.01, -0.01], [0.00, -0.02, -0.04]],
  "lowdin_spin": [0.01, 0.00, 0.00, 0.00, 0.00, 0.00, 0.00, 0.00, 0.01, 0.00, 0.01, 0.09, 0.06, 0.00, 0.00, 0.00, 0.00, 0.00, 0.00, 0.00, 0.00, 0.00, 0.00, 0.00, 0.00, 0.00, 0.00, 0.00, 0.00, 0.00, 0.00, 0.00, 0.00, 0.00, 0.00, 0.00, 0.00, 0.00, 0.00, 0.00, 0.00, 0.00, 0.00, 0.00, 0.00, 0.00, 0.00, 0.00, 0.00, 0.00, 0.00, 0.00, 0.00, 0.00, 0.00, 0.00, 0.00, 0.00, 0.00, 0.00, 0.00, 0.00, 0.00, 0.00, 0.00, 0.00, 0.00, 0.00, 0.00, 0.26, 0.26, 0.21, 0.10, 0.00, 0.00, 0.00, 0.00, 0.00, 0.00, 0.00, 0.00, 0.00, 0.00, 0.00, 0.00, 0.00, 0.00, 0.00, 0.00, 0.00, 0.00, 0.00, 0.00, 0.00, 0.00, 0.00, 0.00, 0.00, 0.00, 0.00, 0.00, 0.00, 0.00, 0.00, 0.00, 0.00, 0.00, 0.00, 0.00, 0.00, 0.00, 0.00, 0.00],
  "multiplicity": 2,
  "e_tot_ev": -285231.539,
  "s_squared": 0.754,
  "gap_ha": [0.226, 0.286],
  "lumo_ev": [-0.15, -0.38],
  "de_lowest_kj_mol": 46.98
}

=====

{
  "formula": "C50H47As2Cl3GeN4O5Rb",
  "method": "ωB97M-V/def2-TZVPD",
  "symbols": ["Rb", "O", "C", "O", "C", "C", "C", "C", "C", "N", "C", "O", "O", "H", "H", "H", "H", "C", "C", "As", "C", "C", "C", "C", "C", "C", "C", "C", "C", "C", "C", "C", "As", "C", "C", "C", "C", "C", "C", "C", "C", "C", "C", "C", "C", "H", "H", "H", "H", "H", "H", "H", "H", "H", "H", "H", "H", "H", "H", "H", "H", "H", "H", "H", "H", "H", "H", "H", "H", "Cl", "Ge", "Cl", "Cl", "C", "N", "N", "C", "O", "C", "C", "C", "C", "C", "C", "C", "C", "C", "H", "H", "H", "H", "H", "H", "H", "H", "H", "H", "H", "H", "N", "C", "C", "C", "C", "C", "C", "H", "H", "H", "H", "H", "H", "H"],
  "xyz": [[-0.79763, -0.31041, 0.18627], [-6.12406, -2.14993, -0.66899], [-4.84719, -1.79454, -0.47671], [-4.53820, -0.89802, 0.26149], [-3.89261, -2.62302, -1.26068], [-4.33073, -3.68716, -2.03993], [-3.39029, -4.38035, -2.77977], [-2.06699, -3.98232, -2.71402], [-1.72596, -2.92472, -1.87568], [-2.61766, -2.25806, -1.16344], [-0.27247, -2.50580, -1.78288], [0.29736, -2.25141, -2.85683], [0.25369, -2.44319, -0.64009], [-6.68193, -1.58795, -0.11361], [-5.37896, -3.94526, -2.06087], [-3.68884, -5.21206, -3.40315], [-1.29387, -4.46714, -3.29284], [3.17142, -1.41423, 0.26826], [2.27131, -1.39749, 1.50537], [2.49941, 0.19120, 2.64955], [1.98031, -0.62995, 4.35215], [1.31262, 0.20677, 5.24414], [0.86449, -0.26622, 6.46763], [1.07357, -1.59157, 6.81456], [1.72912, -2.43775, 5.93277], [2.17511, -1.95930, 4.71199], [4.46996, 0.14421, 2.68891], [5.24255, -0.88589, 3.21381], [6.62379, -0.84919, 3.11766], [7.25421, 0.21637, 2.49367], [6.49680, 1.25149, 1.97366], [5.11607, 1.21401, 2.07579], [2.35690, -1.31496, -1.53768], [1.65295, 0.47733, -1.76735], [0.95239, 0.77120, -2.93539], [0.52851, 2.06764, -3.17536], [0.79739, 3.07074, -2.25789], [1.48569, 2.77801, -1.09264], [1.91854, 1.48320, -0.84420], [4.08093, -1.22908, -2.47929], [4.82626, -2.39634, -2.58329], [6.08819, -2.37152, -3.15393], [6.61019, -1.18136, -3.63556], [5.86616, -0.01504, -3.55043], [4.60403, -0.04029, -2.97971], [3.75559, -2.33610, 0.20978], [3.91320, -0.60871, 0.28479], [2.46422, -2.28624, 2.10741], [1.22848, -1.47037, 1.20068], [1.11223, 1.23273, 4.95869], [0.33542, 0.39710, 7.13877], [0.71668, -1.96899, 7.76392], [1.88711, -3.47688, 6.19277], [2.67257, -2.65099, 4.04104], [4.76966, -1.72166, 3.71325], [7.21437, -1.65543, 3.53362], [8.33335, 0.24197, 2.41972], [6.97962, 2.09206, 1.49281], [4.52714, 2.03479, 1.67673], [0.73619, -0.01845, -3.64366], [-0.03039, 2.29173, -4.07484], [0.45092, 4.08023, -2.43858], [1.67811, 3.55570, -0.36455], [2.45983, 1.27413, 0.07091], [4.41497, -3.33171, -2.21639], [6.66497, -3.28403, -3.22783], [7.59585, -1.16430, -4.08145], [6.27000, 0.91408, -3.92981], [4.02313, 0.87252, -2.91592], [-3.87588, 3.34880, 2.51528], [-3.13673, 1.22074, 2.10440], [-0.79897, 1.38369, 2.69367], [-3.76474, 0.29285, 4.09220], [-4.20520, 5.62751, -1.08600], [-2.88523, 5.00695, -1.17362], [-2.93115, 3.66783, -1.58823], [-2.07827, 2.89804, -0.80419], [-1.88492, 1.70171, -0.98098], [-1.52278, 3.81097, 0.16212], [-2.08014, 5.02407, -0.04165], [-2.00552, 6.23194, 0.81340], [-3.25522, 3.37526, -2.92690], [-3.72487, 2.10793, -3.26197], [-3.99705, 1.81456, -4.58768], [-3.82766, 2.77409, -5.57550], [-3.37391, 4.03751, -5.23573], [-3.07730, 4.34103, -3.91755], [-4.72036, 5.48972, -2.03457], [-4.08443, 6.69381, -0.90964], [-4.79133, 5.18007, -0.27807], [-0.86122, 3.52102, 0.95992], [-1.18053, 6.13165, 1.51331], [-2.92531, 6.32109, 1.39574], [-1.87207, 7.13873, 0.22334], [-3.85758, 1.36875, -2.48478], [-4.35484, 0.82794, -4.85066], [-4.05159, 2.53841, -6.60734], [-3.23921, 4.79158, -6.00038], [-2.70140, 5.31764, -3.64777], [-1.56341, -1.96173, 2.80631], [-2.17240, -3.07443, 2.26469], [-3.56044, -3.24211, 2.34175], [-4.16207, -4.34341, 1.76081], [-3.40588, -5.29409, 1.08700], [-2.03011, -5.13463, 1.01311], [-1.41584, -4.04302, 1.59783], [-2.10417, -1.40166, 3.45336], [-0.60582, -2.07307, 3.10444], [-4.15185, -2.49638, 2.85815], [-5.23704, -4.46276, 1.83608], [-3.88274, -6.15381, 0.63293], [-1.42466, -5.87030, 0.49699], [-0.34392, -3.91834, 1.51910]],
  "atomic_forces_ev_per_a": [[-0.78, 0.54, 0.61], [-0.38, -0.39, -0.29], [-0.03, 0.54, 0.68], [0.06, -0.15, -0.25], [0.08, -0.22, -0.28], [0.00, 0.20, 0.11], [0.16, -0.01, -0.03], [0.02, -0.03, -0.04], [-0.17, -0.39, -0.19], [0.15, 0.06, 0.11], [0.09, -0.40, 0.07], [0.29, 0.15, -0.31], [0.41, -0.54, -0.49], [0.13, 0.10, 0.07], [0.02, -0.01, 0.00], [0.02, -0.02, -0.02], [-0.01, -0.03, -0.03], [-0.03, 0.07, -0.10], [-0.07, -0.41, -0.33], [0.15, 0.15, 0.17], [-0.02, 0.17, -0.03], [0.00, 0.14, -0.10], [-0.01, -0.01, 0.02], [-0.02, -0.01, 0.03], [-0.03, -0.07, 0.10], [0.12, -0.12, -0.19], [-0.17, -0.05, 0.09], [-0.07, -0.05, 0.04], [0.08, -0.11, 0.06], [0.08, 0.02, -0.03], [0.13, 0.07, -0.05], [-0.25, 0.07, -0.03], [0.52, 0.14, 0.34], [0.12, -0.21, -0.10], [0.03, -0.16, -0.03], [-0.06, 0.04, -0.10], [-0.02, 0.02, -0.03], [0.04, 0.01, 0.13], [0.10, 0.01, 0.06], [-0.17, 0.03, -0.22], [-0.14, -0.18, 0.10], [0.07, -0.09, -0.01], [0.05, 0.01, -0.02], [0.05, -0.04, -0.01], [-0.34, 0.18, 0.09], [-0.05, 0.03, 0.01], [-0.03, 0.00, -0.15], [0.00, 0.03, -0.11], [0.10, -0.07, 0.29], [0.00, -0.01, 0.03], [-0.01, 0.01, 0.00], [0.00, 0.00, 0.00], [0.00, 0.00, 0.00], [0.00, 0.02, 0.04], [-0.03, -0.03, 0.02], [0.00, -0.02, 0.01], [0.02, 0.00, 0.00], [0.01, 0.02, -0.01], [0.02, -0.02, 0.01], [-0.03, 0.03, 0.00], [-0.01, -0.01, -0.01], [-0.01, 0.01, -0.01], [0.01, -0.02, 0.01], [-0.03, 0.00, -0.01], [0.06, 0.00, -0.03], [-0.01, -0.01, 0.01], [0.01, 0.00, -0.01], [-0.02, 0.03, 0.00], [0.02, 0.01, -0.01], [0.02, 0.09, 0.16], [-0.14, 0.01, 0.01], [-0.05, 0.45, 0.40], [-0.05, 0.00, 0.14], [-0.10, -0.04, 0.05], [0.13, 0.01, 0.03], [-0.11, 0.15, 0.16], [0.03, 0.18, 0.12], [-0.06, 0.28, -0.44], [-0.02, 0.16, 0.00], [0.04, -0.38, -0.18], [-0.04, 0.07, -0.01], [0.06, 0.04, -0.31], [0.04, 0.02, 0.14], [-0.01, 0.00, -0.03], [-0.04, -0.08, -0.10], [0.01, 0.04, -0.01], [-0.02, -0.06, 0.13], [0.01, 0.02, 0.02], [0.03, -0.01, 0.00], [-0.03, 0.01, -0.03], [0.01, -0.01, 0.03], [0.01, 0.00, 0.02], [0.00, 0.02, 0.02], [0.00, 0.02, 0.01], [0.00, 0.02, -0.01], [0.00, -0.02, 0.01], [-0.01, -0.01, -0.01], [0.00, 0.00, 0.00], [0.01, 0.03, 0.02], [0.31, 0.42, 0.04], [-0.19, -0.49, -0.01], [0.11, 0.09, 0.01], [-0.03, 0.00, -0.05], [-0.08, -0.13, -0.09], [-0.03, -0.05, -0.03], [-0.04, 0.13, 0.07], [-0.06, -0.02, -0.03], [0.00, -0.04, 0.03], [-0.01, 0.03, 0.02], [0.01, 0.01, 0.00], [0.00, 0.01, 0.01], [0.00, 0.00, -0.01], [0.06, 0.02, 0.00]],
  "lowdin_spin": [0.00, 0.00, 0.00, 0.00, 0.00, 0.00, 0.00, 0.00, 0.02, 0.00, 0.01, 0.17, 0.13, 0.00, 0.00, 0.00, 0.00, 0.06, 0.00, 0.00, 0.00, 0.00, 0.00, 0.00, 0.00, 0.00, 0.00, 0.00, 0.00, 0.00, 0.00, 0.00, 0.39, 0.03, 0.00, 0.00, 0.00, 0.00, 0.01, 0.09, 0.01, 0.00, 0.01, 0.00, 0.02, 0.00, 0.01, 0.00, 0.00, 0.00, 0.00, 0.00, 0.00, 0.00, 0.00, 0.00, 0.00, 0.00, 0.00, 0.00, 0.00, 0.00, 0.00, 0.00, 0.00, 0.00, 0.00, 0.00, 0.00, 0.00, 0.00, 0.00, 0.00, 0.00, 0.00, 0.00, 0.00, 0.00, 0.00, 0.00, 0.00, 0.00, 0.00, 0.00, 0.00, 0.00, 0.00, 0.00, 0.00, 0.00, 0.00, 0.00, 0.00, 0.00, 0.00, 0.00, 0.00, 0.00, 0.00, 0.00, 0.00, 0.00, 0.00, 0.00, 0.00, 0.00, 0.00, 0.00, 0.00, 0.00, 0.00, 0.00, 0.00],
  "multiplicity": 2,
  "e_tot_ev": -285230.602,
  "s_squared": 0.754,
  "gap_ha": [0.274, 0.197],
  "lumo_ev": [0.13, -1.98],
  "de_lowest_kj_mol": 137.34
}